{
  "formula": "C24H50ClNO3P2PbSi2",
  "method": "ωB97M-V with the def2-TZVPD basis set",
  "species": ["Pb", "C", "C", "C", "Si", "C", "C", "Si", "H", "H", "H", "Cl", "C", "C", "C", "C", "H", "H", "H", "H", "H", "H", "H", "H", "H", "H", "H", "H", "C", "C", "P", "H", "H", "P", "H", "H", "C", "C", "C", "C", "C", "H", "C", "H", "H", "H", "H", "H", "H", "H", "C", "C", "H", "H", "H", "H", "H", "H", "H", "C", "C", "H", "H", "H", "H", "H", "H", "C", "C", "H", "H", "H", "H", "H", "H", "H", "C", "H", "H", "H", "O", "N", "O", "O"],
  "positions_angstrom": [[0.16531, -0.74221, 0.78299], [-0.69626, 2.26268, 0.97827], [0.45411, 2.54879, 0.18759], [0.05680, 2.40429, -1.17793], [2.10715, 3.06128, 0.90531], [-1.30373, 2.01222, -1.21370], [-1.78063, 1.89793, 0.12852], [-3.47820, 1.41709, 0.76264], [-0.75486, 2.36294, 2.06559], [0.69967, 2.60265, -2.03736], [-1.91074, 1.85145, -2.10657], [1.22875, -3.87118, -2.62262], [-3.78630, 2.29021, 2.37979], [-4.72376, 1.90598, -0.53549], [1.81438, 3.92889, 2.52831], [2.93483, 4.18717, -0.32976], [-4.81454, 3.00217, -0.51610], [-5.70603, 1.47332, -0.29759], [-4.43729, 1.60590, -1.55148], [-3.14637, 1.88891, 3.17770], [-4.83686, 2.16062, 2.67410], [-3.58392, 3.36520, 2.27680], [2.38269, 5.13875, -0.33223], [2.93813, 3.79148, -1.35340], [3.97024, 4.38860, -0.01937], [1.06404, 4.72158, 2.40081], [2.75153, 4.38734, 2.87348], [1.45923, 3.22990, 3.29809], [-3.55509, -0.46592, 1.10415], [3.19259, 1.52664, 1.25483], [-2.61256, -1.55498, -0.02988], [-4.61844, -0.76543, 1.10654], [-3.16964, -0.62418, 2.13066], [3.04832, 0.11212, 0.09411], [2.92249, 1.16258, 2.26542], [4.24373, 1.86299, 1.30455], [4.41958, -1.09414, 0.53877], [3.64608, 0.86359, -1.51762], [-3.45131, -1.24966, -1.67825], [-3.07764, -3.32753, 0.37683], [-1.85382, -4.08193, 0.91135], [-3.33254, -3.76710, -0.60451], [-4.27213, -3.49043, 1.32323], [-4.10163, -3.00843, 2.29673], [-4.41512, -4.56745, 1.50919], [-5.21081, -3.11288, 0.90481], [-1.06061, -4.16247, 0.15343], [-2.15087, -5.10552, 1.18103], [-1.42987, -3.61161, 1.80670], [-3.43202, -0.15343, -1.79884], [-4.91481, -1.70629, -1.68274], [-2.65299, -1.86321, -2.83746], [-5.52725, -1.18979, -0.93225], [-5.00789, -2.78960, -1.52466], [-5.34901, -1.47986, -2.66660], [-1.70127, -1.33781, -2.99153], [-3.23515, -1.76906, -3.76517], [-2.43961, -2.93055, -2.67979], [3.02325, 1.76460, -1.64883], [3.37947, -0.07011, -2.70624], [5.11532, 1.29729, -1.44480], [5.30354, 2.04401, -0.66158], [5.39196, 1.75680, -2.40426], [5.78753, 0.44266, -1.28361], [2.30549, -0.16428, -2.90942], [3.79257, -1.07694, -2.55039], [3.84839, 0.34955, -3.60667], [3.81030, -2.41821, 1.01626], [5.44946, -0.57135, 1.54877], [4.93238, -1.27903, -0.42110], [4.97409, -0.29795, 2.50169], [6.02442, 0.28469, 1.17227], [6.17602, -1.37513, 1.74648], [3.14593, -2.30156, 1.88231], [4.61905, -3.10144, 1.30404], [3.23233, -2.91043, 0.22578], [0.75276, -2.35150, -1.89637], [0.54219, -1.61140, -2.67697], [1.57923, -2.01052, -1.25394], [-0.14990, -2.52825, -1.28751], [0.78929, -2.66606, 2.20217], [0.46455, -2.06627, 3.31862], [0.63270, -2.59401, 4.40163], [-0.03674, -0.85765, 3.19138]],
  "atomic_forces_ev_per_a": [[-0.379, 1.627, -0.337], [0.232, -0.711, -0.015], [0.325, 0.005, 0.025], [-0.119, -0.253, 0.449], [-1.226, -0.590, -0.740], [0.238, -0.214, 0.420], [-0.337, -0.208, 0.040], [1.442, 0.225, -0.654], [0.015, -0.015, -0.295], [-0.249, -0.071, 0.165], [0.239, 0.058, 0.182], [0.145, -0.527, -0.303], [-0.279, 0.011, 0.175], [-0.467, 0.028, 0.088], [0.209, 0.163, 0.175], [0.344, 0.281, 0.121], [-0.018, -0.267, -0.070], [0.080, 0.155, -0.197], [-0.087, 0.111, 0.267], [-0.154, 0.112, -0.158], [0.200, 0.065, 0.114], [-0.052, -0.266, 0.016], [0.176, -0.204, -0.067], [-0.004, 0.134, 0.272], [-0.144, 0.077, -0.209], [0.191, -0.194, 0.040], [-0.219, -0.059, 0.104], [0.077, 0.186, -0.151], [-0.405, -0.212, 0.223], [0.427, 0.032, 0.259], [-0.599, 0.041, -0.136], [0.300, 0.017, 0.133], [-0.112, 0.033, -0.364], [0.434, 0.351, -0.139], [0.087, 0.107, -0.340], [-0.275, -0.155, 0.119], [-0.023, 0.170, -0.154], [-0.138, 0.032, 0.302], [0.124, 0.143, 0.241], [-0.041, 0.093, -0.207], [-0.069, -0.172, -0.033], [0.017, 0.081, 0.324], [-0.034, -0.343, 0.038], [-0.005, -0.092, -0.292], [-0.005, 0.307, 0.013], [0.201, 0.067, 0.057], [-0.130, 0.088, 0.222], [0.137, 0.199, -0.038], [-0.101, -0.095, -0.175], [0.086, -0.391, 0.081], [-0.087, 0.016, -0.204], [-0.070, 0.056, -0.033], [0.212, -0.117, -0.123], [0.015, 0.256, -0.053], [0.018, -0.066, 0.197], [-0.246, -0.131, 0.109], [0.162, -0.084, 0.177], [-0.064, 0.190, -0.048], [0.154, -0.365, 0.068], [0.039, 0.098, -0.027], [0.053, 0.093, -0.241], [-0.106, -0.223, -0.156], [0.029, -0.072, 0.198], [-0.160, 0.230, -0.056], [0.240, 0.024, 0.117], [-0.045, 0.182, -0.031], [-0.082, -0.151, 0.145], [0.144, -0.070, 0.035], [0.159, -0.201, -0.060], [-0.112, -0.039, 0.291], [0.169, -0.051, -0.253], [-0.268, -0.114, 0.109], [-0.188, 0.217, 0.050], [0.210, 0.054, -0.172], [-0.171, 0.027, -0.024], [0.023, 0.080, 0.081], [-0.180, 0.440, 0.538], [0.070, -0.199, 0.313], [-0.241, -0.030, -0.365], [0.285, 0.067, -0.402], [-0.493, 0.841, 1.610], [0.169, -0.048, -0.102], [-0.344, 0.874, -1.575], [0.653, -1.743, 0.298]],
  "mulliken_charge": [1.66, -1.30, 0.77, -0.44, -0.40, -0.44, 0.81, -0.37, 0.24, 0.36, 0.36, -0.23, -1.18, -0.97, -1.17, -0.98, 0.37, 0.34, 0.32, 0.29, 0.37, 0.32, 0.37, 0.31, 0.34, 0.32, 0.37, 0.30, -0.95, -0.90, 0.25, 0.66, 0.42, 0.23, 0.41, 0.64, 0.61, 1.41, 1.42, 0.64, -1.29, 0.34, -1.60, 0.30, 0.50, 0.29, 0.22, 0.49, 0.17, -0.85, -1.49, -1.39, 0.29, 0.29, 0.46, 0.19, 0.47, 0.27, -0.86, -1.40, -1.49, 0.29, 0.46, 0.29, 0.19, 0.27, 0.47, -1.36, -1.57, 0.31, 0.29, 0.28, 0.49, 0.19, 0.48, 0.23, 1.77, 0.02, -0.96, -0.94, -0.62, 1.15, -0.60, -0.65],
  "mol_weight_g_mol": 761.4,
  "homo_lumo_gap_ev": 7.236,
  "total_energy_ha": -3139.631053,
  "homo_energy_ev": -7.133,
  "lumo_energy_ev": 0.10
}

{
  "formula": "C24H50F12N5O16S4",
  "method": "ωB97M-V with the def2-TZVPD basis set",
  "species": ["C", "C", "O", "N", "H", "H", "C", "H", "H", "H", "H", "H", "H", "C", "C", "O", "N", "H", "H", "C", "H", "H", "H", "H", "H", "H", "C", "C", "O", "N", "H", "H", "C", "H", "H", "H", "H", "H", "H", "C", "C", "O", "N", "H", "H", "C", "H", "H", "H", "H", "H", "H", "C", "C", "C", "N", "C", "C", "C", "C", "C", "H", "H", "H", "H", "H", "H", "H", "H", "H", "H", "H", "H", "H", "H", "H", "H", "H", "H", "C", "F", "F", "F", "S", "O", "O", "O", "C", "F", "F", "F", "S", "O", "O", "O", "C", "F", "F", "F", "S", "O", "O", "O", "C", "F", "F", "F", "S", "O", "O", "O"],
  "positions_angstrom": [[-1.03079, -4.49556, 1.50672], [0.09045, -5.41670, 1.00078], [-0.15025, -6.47444, 0.29896], [1.56725, -4.96358, 1.27040], [2.03901, -4.56432, 0.47157], [1.49643, -4.14847, 1.86259], [2.41063, -5.99282, 2.03379], [-1.96405, -5.05838, 1.52587], [-1.16809, -3.67465, 0.80290], [-0.81190, -4.11649, 2.50495], [1.76022, -6.45343, 2.77737], [3.30559, -5.46969, 2.37063], [2.71245, -6.72099, 1.28094], [-4.40321, 1.26109, -1.61218], [-4.09502, 1.26111, -3.04849], [-4.88042, 1.52140, -3.90964], [-2.66507, 1.01434, -3.40146], [-2.49534, 1.84846, -3.94509], [-2.13735, 1.11657, -2.54638], [-2.50629, -0.35521, -4.10819], [-3.90378, 2.04052, -1.03669], [-4.20885, 0.35584, -1.03698], [-5.45685, 1.51053, -1.48683], [-3.06277, -1.08944, -3.52566], [-1.49061, -0.74498, -4.17572], [-2.92740, -0.17515, -5.09731], [2.49382, 2.59678, 3.97079], [2.27306, 2.55110, 2.48041], [1.42724, 3.25334, 1.96231], [2.90408, 1.55264, 1.56286], [2.97176, 0.66375, 2.03763], [2.38346, 1.35772, 0.71961], [4.29247, 2.04034, 1.04058], [1.69850, 2.08908, 4.51650], [2.58152, 3.60308, 4.38040], [3.33739, 1.93582, 4.16983], [4.96238, 2.04821, 1.90037], [4.21447, 3.02332, 0.57605], [4.57529, 1.21596, 0.38597], [1.16136, -0.34965, -6.23295], [2.60386, -0.08134, -5.64656], [3.52620, -0.90803, -5.72061], [2.74918, 1.33182, -4.99830], [3.28794, 1.87720, -5.65587], [1.82464, 1.73401, -4.93843], [3.51119, 1.29424, -3.60700], [1.13205, -1.18645, -6.93082], [0.66620, 0.47225, -6.75006], [0.45387, -0.50984, -5.41938], [3.21861, 0.51859, -2.89928], [3.38318, 2.26800, -3.13422], [4.56157, 1.17089, -3.87079], [-1.36394, -0.08765, 2.68446], [-2.17174, 1.03638, 2.05401], [-1.79037, 2.30512, 2.75078], [-2.41692, 3.57282, 2.10124], [-3.99350, 3.47486, 2.05780], [-1.83621, 3.76240, 0.69815], [-1.87209, 5.20115, 0.53916], [-1.36974, 5.76723, 1.85059], [-2.00546, 4.88702, 2.86900], [-1.74220, -0.98577, 2.19620], [-1.58897, -0.15653, 3.74875], [-0.28078, -0.05113, 2.56813], [-3.23504, 0.95703, 2.28027], [-2.15493, 1.10540, 0.96633], [-0.76933, 2.64516, 2.92379], [-2.26727, 2.25682, 3.72972], [-4.29887, 2.63355, 1.43568], [-4.32841, 4.35111, 1.50272], [-4.56164, 3.47216, 2.98802], [-2.33059, 3.27962, -0.14483], [-0.79730, 3.44660, 0.60303], [-2.82029, 5.62395, 0.20709], [-1.06535, 5.50664, -0.12713], [-1.62045, 6.80997, 2.04538], [-0.28256, 5.69087, 1.83288], [-2.95673, 5.32149, 3.17627], [-1.31492, 4.74031, 3.69950], [0.34479, -1.27051, -1.38221], [0.57790, -1.63339, -0.13079], [1.20491, -1.75207, -2.28001], [-0.87766, -1.68749, -1.65673], [0.43482, 0.66261, -1.68183], [1.57743, 1.17765, -0.89667], [0.54797, 0.79239, -3.12437], [-0.87548, 1.11110, -1.13380], [1.71181, -1.52170, 5.01099], [1.00981, -2.60610, 5.29198], [0.83524, -0.51773, 4.70429], [2.52976, -1.25716, 6.02387], [2.70672, -1.94380, 3.40962], [1.72768, -2.45006, 2.43746], [3.24515, -0.58259, 3.06424], [3.65182, -2.98109, 3.72916], [4.35987, -1.78632, -1.59057], [5.62369, -1.32068, -1.49767], [3.52703, -1.00539, -0.87956], [3.96178, -1.86221, -2.90275], [4.35351, -3.67881, -0.84598], [4.86915, -3.50331, 0.52431], [2.93666, -4.03269, -0.87268], [5.15940, -4.54021, -1.73491], [-5.23902, -3.04378, -1.78320], [-4.98685, -2.03220, -2.57203], [-6.33420, -2.78413, -1.14610], [-5.42980, -4.10959, -2.55281], [-3.73842, -3.46001, -0.54806], [-4.36419, -4.20774, 0.55443], [-2.74514, -4.16979, -1.31955], [-3.28982, -2.14812, -0.13098]],
  "atomic_forces_ev_per_a": [[0.946, -0.906, 0.040], [-1.385, -4.416, -3.890], [2.094, 5.685, 4.100], [-2.189, -1.519, 1.814], [0.782, -0.101, -1.728], [-0.081, 0.795, 0.688], [-0.422, 0.346, -1.734], [0.152, -0.047, -0.134], [0.176, 0.104, -0.022], [0.124, 0.159, -0.059], [0.420, 0.188, 0.140], [-0.292, -0.028, 0.386], [-0.091, -0.144, 0.240], [-0.893, 0.246, 1.485], [-1.519, 0.137, -0.017], [1.031, -0.299, 0.082], [-0.696, -0.740, -0.374], [0.797, -0.137, -0.911], [1.162, -0.431, 0.980], [-0.312, 0.604, -0.095], [0.566, 0.187, -0.398], [0.274, -0.518, -0.431], [-0.058, -0.255, -0.273], [-0.229, 0.196, -0.065], [0.107, 0.788, 0.266], [-0.075, -0.401, 0.149], [1.231, -1.419, -0.405], [-2.941, 0.954, -0.869], [1.030, -0.369, 0.220], [1.732, 2.355, 0.256], [0.711, -1.729, 1.112], [-1.281, 0.409, -0.635], [-0.794, -1.276, 1.109], [-0.457, -0.014, -0.437], [0.205, -0.077, -0.407], [0.396, 0.407, 0.459], [0.014, 0.114, -0.147], [-0.212, -0.308, -0.038], [0.268, 0.417, -0.221], [0.606, 0.499, 0.547], [1.029, -4.009, -1.641], [-3.505, 4.464, 0.864], [1.002, -1.986, 1.429], [0.401, 0.337, -0.177], [-0.440, 0.037, 0.485], [0.344, 0.644, -0.921], [0.485, -0.089, 0.386], [0.670, 0.552, -0.146], [0.370, -0.392, 0.381], [-0.539, -0.091, -0.747], [-0.205, -0.055, -0.235], [-0.137, -0.130, -0.018], [-0.843, -0.705, -0.551], [0.182, 0.683, 0.075], [-1.085, 2.056, 0.501], [-0.708, -0.968, 0.760], [0.980, 0.543, -1.424], [-0.240, -0.679, -0.153], [1.033, 2.938, -1.056], [0.091, 0.374, -0.167], [-0.743, -0.606, -0.020], [0.319, -0.350, 0.225], [0.029, -0.032, 0.020], [-0.109, 0.261, -0.264], [-0.037, -0.700, 0.122], [0.704, -0.197, -0.045], [0.289, -0.748, -0.476], [0.176, 0.141, 0.252], [0.361, -0.175, 0.277], [0.138, 0.157, 0.087], [0.924, -0.172, 0.391], [-0.517, -0.501, 0.695], [-0.045, -0.489, 0.868], [-0.023, -0.066, 0.034], [-0.558, -0.028, -0.850], [-0.027, -0.026, -0.224], [0.010, -0.112, 0.331], [0.214, -0.129, 0.397], [-0.492, -0.720, 0.111], [-0.193, 1.268, -0.281], [0.794, 0.391, -0.528], [-0.064, -0.470, 0.623], [-0.106, 0.187, -0.612], [-0.715, -0.867, 2.849], [-0.924, -0.423, -1.145], [0.082, 0.300, -0.420], [0.887, 0.062, -0.998], [0.780, -1.110, -2.238], [-0.412, 0.011, 0.479], [0.857, -0.242, 0.999], [-0.709, 0.657, -0.276], [0.220, 0.067, -0.842], [-0.257, 1.234, 0.774], [-0.567, -1.308, 0.464], [-0.027, 1.044, 0.719], [0.618, -3.910, 0.544], [-1.112, 0.461, -0.475], [0.376, 0.338, -0.669], [0.417, 1.035, 1.208], [1.769, -0.807, 0.465], [-0.582, 0.294, -1.798], [-0.502, 0.548, -0.212], [-1.081, 2.166, 1.046], [2.374, -2.552, 1.632], [0.709, 1.897, -1.294], [-1.494, 0.417, 1.037], [-0.220, -0.422, -0.415], [-1.327, -0.873, 1.152], [0.403, 0.653, -1.619], [-0.413, 0.006, -0.457], [0.020, 1.455, -0.080]],
  "mulliken_charge": [-0.37, 0.55, -0.55, 0.95, 0.21, -0.12, -0.83, 0.43, -0.33, 0.37, 0.35, 0.33, 0.38, -0.40, 0.42, -0.50, 0.59, 0.37, -0.10, 0.04, -0.26, 0.28, 0.53, -0.09, -0.21, 0.48, -1.07, 0.57, -0.50, 1.12, 0.32, -0.01, -0.72, 0.23, 0.37, 0.40, 0.37, 0.32, 0.23, -0.84, 0.72, -0.40, -0.09, 0.40, 0.31, -0.52, 0.41, 0.42, -0.07, -0.19, 0.45, 0.40, -1.24, 0.90, -1.11, 0.64, -1.00, 0.63, -0.87, -0.58, -0.44, 0.22, 0.56, 0.11, 0.43, -0.44, 0.03, 0.56, 0.25, 0.47, 0.32, -0.56, 0.03, 0.36, 0.43, 0.40, 0.21, 0.39, 0.31, 0.37, 0.18, -0.16, 0.01, -0.33, -0.76, -0.37, -0.53, 0.47, -0.23, -0.14, -0.20, 0.95, -0.78, -0.86, -0.63, 0.28, -0.24, 0.01, -0.17, 1.18, -0.67, -0.84, -0.67, 0.46, -0.21, -0.23, -0.25, 1.10, -0.68, -0.64, -0.57],
  "total_charge": 1,
  "mol_weight_g_mol": 1020.9,
  "homo_lumo_gap_ev": 6.924,
  "total_energy_ha": -5212.886681,
  "homo_energy_ev": -10.287,
  "lumo_energy_ev": -3.36
}